A structure of composition C34H63BrCl2N2O3OsSi8Te. Source: the OMol25 dataset; level of theory: ωB97M-V/def2-TZVPD.

```
115
C34H63BrCl2N2O3OsSi8Te (ωB97M-V/def2-TZVPD)
H -4.16 0.12 -2.09
C 2.52 2.90 1.89
H 0.14 -2.93 -0.80
O 2.69 -0.45 1.83
C -2.21 -2.29 -1.86
C 1.58 2.62 -5.06
H -0.90 5.58 -0.12
H 3.51 -1.17 -3.87
H -1.70 3.25 -2.84
O 0.71 -2.14 4.59
H 1.90 1.97 -5.88
C 1.70 -4.44 -0.62
C 0.98 -3.19 -4.20
C -1.06 -3.43 1.78
N 1.65 -2.28 0.41
H -3.10 3.14 5.00
N -1.41 -4.57 1.17
H -1.10 1.25 -6.52
C -0.85 0.83 0.76
C -2.66 -1.27 -4.65
Te 1.79 0.45 -1.40
H 2.75 2.02 1.29
H 1.39 0.76 5.10
H -2.17 -2.18 -5.00
C -3.25 3.62 0.54
H -0.03 3.44 -2.31
C 0.57 -1.28 -6.55
C 3.06 -1.06 -4.86
Si -2.00 -0.77 -2.94
H -4.27 1.83 5.20
H -2.52 -0.50 -5.40
Cl 5.71 -5.42 1.18
H -2.34 1.96 -5.48
H -0.93 1.46 -0.13
H 0.34 5.28 1.11
C 0.37 -5.64 2.32
H 2.15 3.68 1.23
H 3.46 3.25 2.35
Si -0.10 2.09 -4.37
H 1.28 -3.28 -3.15
H -3.23 -2.66 -1.98
C -1.50 0.39 5.54
H -4.03 3.14 1.14
H -3.64 4.55 0.13
H -0.51 -1.45 -6.61
H -1.61 -2.54 1.52
H -3.29 1.38 -2.98
Si -1.71 3.94 1.60
H -3.82 -0.04 2.28
H -1.41 5.53 3.52
C -0.03 -3.34 2.71
H 1.51 -4.43 3.71
C 5.34 -2.92 2.13
H -0.96 -6.57 0.91
C 2.91 -4.76 -0.07
H -1.76 0.21 0.84
H -1.53 -3.10 -2.15
H 1.59 -3.88 -4.79
H -2.05 -2.07 -0.81
H -1.08 -0.62 5.42
Br 1.38 -7.23 2.58
H -0.64 4.41 -3.66
Si 1.29 2.46 3.24
H 3.55 -1.76 -5.55
H 2.44 0.34 3.76
H 1.07 -2.03 -7.18
H -2.79 0.96 -1.34
C -0.68 3.43 -3.19
C 3.40 -1.51 1.73
H -3.74 -1.48 -4.58
C 2.08 1.18 4.36
H -3.07 4.94 3.47
H 0.78 -0.30 -6.97
H 0.07 4.10 -0.17
Si 1.21 -1.40 -4.77
H -0.68 1.03 5.86
H -3.01 2.95 -0.29
C 4.81 -3.94 1.37
C 2.88 -2.58 0.94
H -2.54 6.17 2.32
C -0.69 -5.65 1.43
Cl 5.37 -0.46 3.28
Si -0.81 1.89 2.33
C 3.55 -3.80 0.74
H -2.61 -1.20 2.86
H 0.77 4.88 3.66
C 4.65 -1.72 2.31
H -1.24 3.01 -6.39
H -4.00 -0.79 3.87
C -3.57 2.29 4.50
H -0.06 -3.50 -4.28
C 0.28 -2.04 3.45
C 1.10 -3.20 -0.38
Si -2.28 1.01 3.94
C -1.31 2.07 -5.83
H -2.24 0.37 6.34
H 3.26 -0.04 -5.20
H 6.30 -3.05 2.60
H 0.25 3.90 5.04
H 3.38 -5.72 -0.25
C -0.43 4.81 0.50
H 1.17 -5.14 -1.26
C 1.04 4.03 4.29
C -3.28 -0.39 3.16
H 1.96 4.28 4.81
O -0.02 -0.96 2.83
H -4.15 2.68 3.65
C -2.23 5.26 2.86
C -3.17 0.55 -2.28
H 2.34 2.56 -4.27
C 0.70 -4.48 2.99
Os 0.81 -0.46 0.85
H 1.55 3.65 -5.43
H 2.93 1.63 4.89
Si 0.17 0.05 -3.26
```

## Properties
HOMO (alpha / beta) (eV): -1.4 / -1.4
Energy relative to the best compared isomer or geometry (same formula, charge and spin) (eV): 0.0484
DFT total energy (hartree): -7837.96412
Lowest unoccupied orbital energy (alpha / beta) (eV): 3.7 / 3.7
Total charge: -2

Löwdin atomic charge list, values in e, 99 entries: 0.030, -0.210, 0.076, -0.254, -0.214, -0.231, 0.024, 0.004, 0.014, 0.040, 0.009, -0.065, -0.215, -0.109, -0.107, 0.014, 0.082, 0.003, -0.588, -0.225, 0.491, -0.020, 0.009, 0.012, -0.214, -0.001, -0.226, -0.236, 0.343, 0.017, 0.002, 0.615, 0.013, -0.063, 0.014, -0.671, 0.007, 0.028, 0.309, 0.003, 0.032, -0.204, 0.015, 0.021, 0.003, 0.092, 0.015, 0.406, 0.025, 0.003, -0.109, 0.123, -0.146, 0.093, -0.047, -0.029, 0.012, 0.025, 0.006, 0.014, 0.694, 0.027, 0.398, 0.021, -0.008, 0.019, -0.008, -0.221, -0.392, 0.024, -0.205, -0.001, 0.010, 0.006, 0.311, 0.011, -0.004, -0.616, -0.141, 0.020, -0.224, 0.667, 0.398, -0.182, -0.004, -0.003, -0.580, 0.020, 0.025, -0.242, 0.014, -0.616, -0.155, 0.420, -0.227, 0.019, 0.012, 0.095, 0.018

---

A structure of composition C34H64AsCuF12N4O13. Source: the OMol25 dataset; level of theory: ωB97M-V/def2-TZVPD.

```
129
C34H64AsCuF12N4O13 (ωB97M-V/def2-TZVPD)
C 4.77 -7.00 0.95
O 4.32 4.65 2.10
H -5.00 -4.45 3.73
H 4.87 -7.83 1.65
H -1.79 2.69 -0.58
N -1.74 -1.13 4.13
C 4.17 4.47 0.89
H 4.01 0.32 3.84
H 0.72 -6.23 -4.11
H 5.03 7.43 1.78
H 2.40 1.25 -8.37
H -6.73 -0.43 4.37
O -5.09 -0.37 2.98
H -4.20 -4.24 5.30
O 3.74 -7.28 -0.01
C -2.18 1.90 2.12
C 3.44 -6.27 -0.89
O 1.03 -0.67 -4.53
C 2.80 0.35 -6.45
O -4.29 -2.54 4.09
F -1.28 -1.42 1.37
H 2.29 -0.59 -6.69
C 1.60 0.37 -4.27
H -2.14 -4.01 0.48
H 2.78 2.44 -7.11
H 2.30 -7.43 -2.42
H 4.19 0.36 2.07
H -1.97 6.93 -5.08
H -4.31 1.96 -0.90
O 1.67 -5.52 -2.36
H -0.85 -4.50 1.53
H -0.48 4.61 -1.42
C -5.66 0.77 2.29
H -5.16 0.08 5.02
F -0.43 0.20 -0.36
H -1.50 -2.80 -1.99
C 3.94 -0.27 2.92
F 2.05 -0.27 0.58
O -3.50 7.25 -3.76
C -5.65 -0.54 4.28
H 1.24 1.70 -7.14
H -6.33 -2.61 4.59
H -1.66 4.66 -4.52
N -2.65 0.85 1.92
C 4.59 -5.72 1.92
H -0.21 -6.32 -2.52
C -4.18 -3.95 4.25
H -4.43 1.05 -2.42
H 1.49 -7.05 -0.95
H 5.74 -7.06 0.46
F 3.25 2.23 0.90
H 2.92 -0.65 2.88
O 2.63 0.82 -5.08
H -1.87 3.55 3.28
F 0.04 1.36 -2.92
H -1.70 3.86 1.57
H 6.54 6.10 -0.56
C -1.48 3.14 2.35
H 3.64 -4.49 4.04
C -1.24 4.18 -2.08
H -2.02 -3.93 4.32
Cu -3.26 -1.47 2.38
H 4.45 7.69 0.23
C 0.51 -5.78 -3.14
H -2.39 -5.39 1.36
H 1.24 -0.60 4.67
O -2.57 -3.58 2.45
C -3.76 1.63 -1.78
C -5.42 -2.03 4.73
O -1.76 5.37 -2.71
H 0.09 -4.82 -3.45
C -0.79 -0.81 4.68
H -3.52 6.12 -5.40
H 3.85 0.11 -6.64
C 0.43 -0.40 5.37
C -2.80 6.39 -4.62
C 2.30 1.48 -7.31
H 3.17 -5.33 -0.39
H 4.29 -6.13 -1.55
F 0.95 -1.88 2.31
C -2.26 3.35 -1.30
C -2.82 -4.24 3.65
H -2.21 -1.31 -1.21
N 5.57 -2.27 3.10
C 5.94 5.97 0.34
H 5.34 -5.42 2.65
H -6.74 0.67 2.38
H 4.34 -4.84 1.33
C 2.87 -4.94 3.42
C 4.85 -1.35 3.00
H 0.55 -0.98 6.29
H -2.93 4.00 -0.72
O -3.02 2.68 -2.35
H -0.66 3.58 -2.79
F 3.06 3.37 -0.93
H -4.59 8.87 -3.63
C -1.75 -1.74 -2.10
F 1.89 0.73 -1.99
H -2.98 9.18 -4.36
H -5.14 -1.92 5.77
N -3.29 -1.29 -4.15
F 1.81 3.82 0.78
H -4.32 8.37 -5.26
H 6.17 8.03 0.47
H 0.33 0.66 5.62
O 4.96 4.99 -0.04
O 3.44 -6.07 2.74
C -3.82 8.49 -4.30
H -3.04 0.87 -1.47
F 0.57 -2.18 -0.21
F 1.79 2.46 -3.25
F 0.28 0.51 2.15
H -2.68 -5.31 3.53
H 2.51 -4.08 2.85
H -0.43 2.92 2.56
C 3.03 3.45 0.37
C 5.35 7.35 0.74
H -5.50 1.73 2.78
C -2.61 -1.45 -3.25
C -2.44 5.09 -3.89
H -3.25 4.36 -3.87
C -1.94 -4.40 1.48
H -5.42 0.88 1.23
H 2.06 -5.25 4.07
C 1.29 1.24 -3.08
H -0.79 -1.26 -2.27
C 2.19 -6.64 -1.68
H 6.53 5.57 1.16
As 0.37 -0.81 0.95
```

## Properties
Multiplicity: 2
HOMO (alpha / beta) (eV): -10.8 / -10.8
DFT total energy (hartree): -7605.26047
Lowest unoccupied orbital energy (alpha / beta) (eV): -3.7 / -7.5
Total charge: +1

Löwdin atomic charge list, values in e, 99 entries: -0.138, 0.108, 0.145, 0.117, 0.091, 0.184, -0.320, 0.092, 0.087, 0.072, 0.080, 0.139, -0.257, 0.150, -0.126, -0.199, -0.212, 0.155, -0.186, -0.217, -0.326, 0.117, -0.317, 0.092, 0.080, 0.126, 0.075, 0.126, 0.071, -0.192, 0.114, 0.124, -0.055, 0.138, -0.275, 0.077, -0.080, -0.256, -0.187, -0.137, 0.079, 0.142, 0.123, 0.171, -0.143, 0.084, -0.114, 0.090, 0.121, 0.115, 0.143, 0.039, -0.004, 0.098, 0.229, 0.092, 0.124, -0.015, 0.070, -0.157, 0.135, 0.934, 0.078, -0.097, 0.108, 0.074, -0.238, -0.120, -0.149, -0.113, 0.077, -0.189, 0.123, 0.123, -0.007, -0.201, -0.068, 0.121, 0.135, -0.286, -0.159, -0.182, 0.045, 0.142, -0.176, 0.115, 0.098, 0.095, -0.121, -0.274, 0.100, 0.126, -0.180, 0.105, 0.194, 0.090, -0.084, 0.153, 0.091

---

A cluster of 9 separate species, C34H64F30N9O28S10 in total. Source: the OMol25 dataset; level of theory: ωB97M-V/def2-TZVPD.

```
175
C34H64F30N9O28S10 (ωB97M-V/def2-TZVPD)
N -0.35 1.23 -2.35
O -0.84 -6.59 3.50
C 10.33 3.18 -0.36
O -0.78 -1.37 -1.81
H 2.35 -2.07 2.96
C 1.33 -10.17 -3.12
O -10.15 2.66 -5.67
F -7.51 -2.12 -2.81
H -2.13 -2.72 -1.11
H -0.28 1.60 -3.29
H 0.85 -11.01 -2.63
H 3.62 -9.13 -5.83
C -7.72 -0.78 -2.98
O 0.39 -9.13 -2.95
H 0.63 -1.26 -3.41
H 6.52 0.34 0.85
N 7.60 3.32 -0.19
H -8.14 4.08 5.77
H 0.90 0.35 -0.90
H -5.50 8.84 2.30
H 1.37 -7.79 -1.73
C -5.74 6.44 1.69
H -0.39 -3.23 -1.01
N 6.06 -0.54 0.99
C -5.76 8.26 3.19
O -2.31 -7.34 5.48
H -1.19 2.89 0.44
N -5.26 7.78 5.53
C 4.78 -1.95 2.67
H -7.00 4.24 4.47
H 6.04 -0.64 -3.70
H 5.32 0.31 2.81
F 2.38 1.10 4.85
H -5.33 9.80 4.71
O 1.58 2.04 8.48
F 6.62 6.47 0.61
C -8.30 3.06 -3.70
F -2.19 2.08 -7.12
O 6.16 4.65 -2.02
F 10.26 1.85 -0.50
F 2.52 2.83 -6.46
H -3.58 0.22 0.68
O 4.37 0.63 9.47
H 5.23 -0.41 0.42
H -6.48 7.00 1.11
O 3.82 -1.90 1.59
O -9.14 -1.07 -5.38
O -5.28 6.96 2.96
H 3.04 -8.44 -4.33
C 1.50 -10.51 -4.60
F 1.26 -5.99 5.57
H 1.88 -4.77 -6.73
C 5.76 5.47 0.58
H -8.35 6.49 5.92
F 5.53 -2.23 9.30
O -1.10 4.73 -8.11
F -3.75 -2.32 5.46
C 1.70 1.79 5.78
H 1.35 -1.70 -1.78
C -2.85 1.02 0.82
H 0.75 -9.10 -0.83
H 2.28 -10.06 -2.59
C 2.28 3.99 -7.06
C -4.25 -3.53 5.10
N -9.95 0.86 -3.66
F -6.70 -0.15 -3.66
S -2.91 -4.50 4.05
N -1.76 -4.67 5.06
C 5.73 -0.64 2.49
F -4.72 -4.26 6.12
H 0.50 2.90 -1.52
S -1.38 4.67 -6.70
H -6.33 5.57 1.97
H -3.99 8.84 4.32
F 4.94 -2.65 7.32
N -0.21 3.98 -5.93
C 0.55 -1.21 -2.33
H 5.35 -2.88 2.74
H -1.12 -3.25 -2.55
O 0.90 6.27 -6.91
F 3.43 -2.41 9.02
C -2.68 3.23 -6.66
H 4.47 -1.41 -3.52
H 7.72 -1.91 0.81
C 2.54 -2.44 1.95
F -3.71 3.47 -7.50
C -6.62 7.79 6.16
F 0.33 -7.80 6.44
H 1.62 0.68 -2.51
O 5.04 3.14 -0.63
O -2.14 1.18 -0.34
H 2.60 -7.23 -7.25
H -7.37 6.51 4.50
H 0.87 -8.56 -5.14
F 3.45 4.65 -7.08
H 0.74 -5.81 -7.61
H 3.58 -6.42 -5.97
S -9.23 1.80 -4.91
H 0.73 -11.11 -5.08
F -0.09 -5.78 7.14
F -7.74 -0.32 -1.72
H -0.42 -7.99 -1.45
O -2.06 5.86 -6.12
C 4.57 -1.97 8.49
O 1.60 5.31 -4.68
O -6.54 5.44 6.04
C 0.77 0.25 -1.98
H -3.42 1.92 1.01
F 1.59 3.08 5.31
F -9.27 3.75 -3.02
O 8.85 5.34 -1.18
C 6.81 -1.59 -1.23
H 2.42 -11.02 -4.89
H 5.80 -2.44 -3.62
O -8.22 1.25 -5.78
O -10.27 -1.45 -3.17
H 6.61 -0.77 3.12
S 6.15 4.07 -0.69
C -7.32 6.53 5.59
H 4.32 -1.84 3.65
O 5.48 0.26 7.35
C 2.88 -8.44 -5.41
F 10.43 3.52 0.96
O -2.67 -3.51 3.01
H -7.10 8.75 6.00
F 4.60 5.97 0.24
N 1.58 -9.22 -5.44
C -5.07 8.78 4.40
S -9.38 -0.60 -3.96
H 1.87 -1.89 1.28
O 8.71 3.25 -2.52
C -1.00 1.98 -0.13
O 5.52 -1.28 -1.82
C 0.52 -8.47 -1.69
C -7.09 4.26 5.56
F 11.37 3.72 -0.94
C 5.51 -1.46 -3.21
H 7.14 -2.56 -1.60
O 3.70 2.68 7.38
S 1.07 5.12 -6.01
O 1.51 -6.38 -5.73
H 2.57 -3.52 1.93
H 0.13 -4.91 -6.16
H -4.87 6.13 1.12
H -5.11 6.81 5.28
S -1.37 -6.39 4.85
S 4.35 -0.01 8.15
H -6.85 8.33 3.11
F 5.66 4.97 1.82
H -0.21 1.53 0.46
H -1.21 0.70 -2.32
H -6.59 3.39 5.99
F -7.67 3.95 -4.50
C 0.99 -5.39 -6.63
H -4.61 7.83 6.31
H 7.65 -0.92 -1.39
F 1.72 3.83 -8.25
S 8.67 3.90 -1.20
C 2.72 -7.06 -6.18
C -0.49 2.44 -1.53
C 6.75 -1.75 0.33
S 2.58 1.73 7.45
H -6.36 7.70 7.21
H -1.19 3.08 -2.06
F -5.31 -3.25 4.28
C 0.17 -6.51 6.06
H 6.06 -2.57 0.55
H -2.25 0.67 1.67
N 2.99 0.05 7.45
F -7.46 2.38 -2.91
F 0.49 1.39 5.99
O -3.62 -5.66 3.55
F -3.17 3.13 -5.44
H 1.26 -9.40 -6.38
C -1.16 -2.72 -1.60
```

## Properties
HOMO (eV): -6.9
DFT total energy (hartree): -10910.59493
Lowest unoccupied orbital energy (eV): -1.0
Total charge: -1

Löwdin atomic charge list, values in e, 99 entries: 0.065, -0.348, -0.634, -0.203, 0.092, -0.213, -0.333, 0.080, 0.110, 0.177, 0.139, 0.132, -0.579, -0.184, 0.131, 0.166, -0.325, 0.099, 0.123, 0.139, 0.090, -0.047, 0.085, 0.072, -0.241, -0.328, 0.130, 0.058, -0.156, 0.094, 0.105, 0.136, 0.107, 0.141, -0.311, 0.153, -0.596, 0.112, -0.304, 0.094, 0.119, 0.103, -0.329, 0.145, 0.100, -0.231, -0.342, -0.194, 0.128, -0.050, 0.154, 0.092, -0.671, 0.138, 0.166, -0.324, 0.091, -0.669, 0.130, -0.112, 0.097, 0.130, -0.646, -0.594, -0.289, 0.076, 0.498, -0.289, -0.017, 0.113, 0.149, 0.547, 0.085, 0.143, 0.045, -0.332, -0.173, 0.118, 0.084, -0.316, 0.115, -0.661, 0.082, 0.139, -0.047, 0.118, -0.060, 0.113, 0.141, -0.353, -0.169, 0.122, 0.116, 0.144, 0.121, 0.090, 0.129, 0.653, 0.138